C5H5NOS | ωB97M-V with the def2-TZVPD basis set

Summary:
SMILES string: NC(=S)c1ccco1
F_max in Eh/bohr: 0.312
HOMO-LUMO gap in eV: 8.53
DFT total energy in eV: -19636.405
HOMO level in eV: -8.2

Structure (ORCA input):
```
! wB97M-V def2-TZVPD RIJCOSX def2/J DEFGRID3
* xyz 0 1
N -1.44329 1.44631 0.65860
C -1.10126 0.24253 0.19673
S -2.18271 -0.80149 -0.40078
C 0.33195 0.01009 0.11515
C 1.14045 -1.03778 0.61020
C 2.50315 -0.70427 0.31743
C 2.40787 0.43378 -0.48068
O 1.13212 0.90029 -0.62549
H -0.71045 2.18295 0.83673
H -2.17014 1.83280 0.65789
H 0.77074 -1.80208 1.35788
H 3.36577 -1.35085 0.52111
H 3.02063 0.96848 -1.12033
*
```

Atomic partial charges in e from the Mulliken method, atoms 1 to 8: -0.28, 0.23, -0.33, 0.34, -0.32, -0.43, -0.34, -0.34